No. 1
82
Properties=species:S:1:pos:R:3:forces:R:3:lowdin_spin:R:1 method="wB97M-V/def2-TZVPD" e_homo_ev="-9.53 / -10.79" relative_energy_kcal_mol=64.2 gap_ha="0.208 / 0.225" e_lumo_ev="-3.878 / -4.670" multiplicity=6 charge=+1 s2=8.8046 e_tot_ha=-7469.404584
Ge 2.797 0.524 -0.033 2.4 -0.6 -2.3 0.03
Ge -0.234 -1.300 -0.478 0.3 -1.8 -2.0 0.32
Fe 1.108 1.075 1.554 -3.6 0.2 0.3 3.82
Cl 1.717 1.017 3.822 -0.1 0.0 2.1 0.11
N -1.648 1.870 0.479 -0.4 0.1 -0.1 0.01
N -1.400 2.535 2.799 -0.3 0.2 0.3 0.00
N -1.715 0.110 2.388 -0.4 -0.2 0.0 0.01
N -0.150 2.898 2.445 0.7 -0.2 -0.5 0.04
N -4.156 0.611 1.029 0.3 -0.7 -0.6 0.00
N -0.470 -0.377 2.297 1.1 0.7 -0.2 0.11
N -0.426 1.606 0.006 1.3 -0.3 0.5 0.09
N -3.630 1.520 1.871 -0.4 0.2 0.1 0.00
C 0.267 3.785 3.339 -0.4 0.1 0.1 0.00
C 3.729 2.660 -1.941 -0.1 -0.2 0.0 0.00
C -2.272 2.733 -0.337 0.2 0.0 -0.3 0.01
C 2.904 0.857 2.569 0.9 0.0 -0.8 0.08
C -0.284 -3.768 -4.318 0.0 -0.1 -0.1 0.00
C -0.716 3.998 4.303 0.0 0.0 0.0 0.00
C -2.439 -0.657 3.219 0.1 -0.2 -0.1 0.01
C -0.059 -2.939 -3.235 0.2 0.2 0.1 0.01
C -4.626 2.174 2.507 -0.4 0.2 0.2 0.00
C 2.270 -0.461 -1.725 0.5 0.8 0.7 0.04
C 0.614 -3.783 -5.373 -0.1 0.0 0.1 0.00
C 5.609 -0.404 -0.782 -0.2 0.1 -0.1 0.00
C 0.010 -3.236 0.347 -0.2 1.4 0.1 0.07
C 1.728 -2.957 -5.328 0.2 0.1 -0.1 0.00
C -1.428 3.026 -1.389 0.0 -0.1 0.2 0.00
C -5.825 1.667 2.064 0.1 0.2 0.1 0.00
C -0.407 -1.454 3.079 -0.1 0.0 0.1 0.02
C -0.279 2.292 -1.124 -0.1 0.1 -0.1 0.01
C -1.641 -1.687 3.675 0.2 0.1 0.0 0.01
C 4.609 -0.350 0.363 -0.8 0.4 0.3 0.00
C -1.758 3.179 3.923 0.2 0.0 0.0 0.00
C -2.925 -1.692 -2.149 0.2 -0.1 0.0 0.01
C -5.465 0.686 1.129 0.2 0.3 0.3 0.00
C 1.954 -2.127 -4.245 -0.2 0.0 0.1 0.00
C 1.052 -2.102 -3.173 0.1 -0.2 -0.6 0.01
C 3.223 2.469 -0.519 -0.4 -0.5 0.7 0.01
C -0.776 -4.403 -0.206 -0.1 0.0 -0.1 0.02
C -2.121 -0.772 -1.252 1.0 0.0 1.1 0.05
C 1.256 -1.258 -2.001 -1.4 0.4 1.9 0.06
B -2.122 1.518 1.898 0.0 -0.1 -0.1 0.00
H -6.095 0.053 0.534 -0.1 -0.1 -0.1 0.00
H 2.429 -2.967 -6.150 0.1 0.0 0.0 0.00
H 0.445 -4.431 -6.220 0.0 0.0 -0.1 0.00
H -6.813 1.953 2.358 -0.2 0.1 0.1 0.00
H 5.068 0.211 1.177 0.0 0.0 0.2 0.00
H -3.927 -1.274 -2.249 -0.1 0.0 0.0 0.00
H -2.504 -1.758 -3.149 0.0 -0.1 0.0 0.00
H -1.615 3.684 -2.210 -0.1 0.1 -0.2 0.00
H 5.834 0.593 -1.148 0.1 0.1 -0.1 0.00
H -3.467 -0.457 3.441 -0.2 0.2 -0.1 0.00
H -4.440 2.955 3.212 0.1 0.2 0.2 0.00
H 2.831 -1.498 -4.223 0.1 0.0 0.0 0.00
H 3.952 3.711 -2.120 0.0 0.0 0.0 0.00
H -2.706 -0.552 -0.353 0.1 0.1 -0.2 0.00
H -1.941 0.170 -1.769 0.1 0.1 0.1 0.00
H -1.917 -2.483 4.337 0.0 -0.1 0.1 0.00
H 1.079 -3.442 0.317 0.1 0.2 0.0 0.00
H -0.281 -3.080 1.384 0.1 -0.1 0.0 0.00
H 3.104 -0.295 -2.402 0.1 -0.2 -0.2 0.00
H 5.252 -1.012 -1.607 0.0 0.0 -0.1 0.00
H 4.643 2.093 -2.097 0.0 0.0 -0.2 0.00
H 3.989 2.799 0.185 0.0 -0.1 0.1 0.00
H -1.157 -4.403 -4.337 -0.1 -0.1 0.0 0.00
H -0.657 -5.257 0.462 -0.1 -0.1 0.0 0.01
H 0.511 -2.004 3.165 0.1 -0.1 0.0 0.00
H -0.750 -2.942 -2.405 -0.1 -0.1 -0.1 0.01
H -2.706 3.015 4.392 -0.2 0.0 0.0 0.00
H -3.262 3.090 -0.147 -0.3 0.0 0.1 0.00
H -3.026 -2.689 -1.728 0.0 -0.2 -0.1 0.00
H 3.549 1.736 2.565 0.0 -0.1 -0.1 0.01
H 1.231 4.248 3.244 0.2 0.0 0.0 0.00
H -0.675 4.641 5.156 0.0 0.2 0.2 0.00
H 0.620 2.210 -1.698 0.3 -0.1 -0.1 0.00
H 2.994 2.335 -2.675 0.0 0.0 -0.1 0.00
H -1.836 -4.165 -0.257 -0.1 -0.1 -0.1 0.00
H 4.433 -1.363 0.725 -0.2 0.0 0.1 0.00
H -0.421 -4.709 -1.184 -0.1 0.0 -0.1 0.00
H 6.540 -0.839 -0.422 0.1 0.0 0.0 0.00
H 2.344 3.091 -0.340 0.0 0.1 0.0 0.00
H 3.474 -0.052 2.739 -0.1 0.0 -0.3 0.00



No. 2
82
Properties=species:S:1:pos:R:3:forces:R:3:lowdin_charge:R:1 method="wB97M-V/def2-TZVPD" e_homo_ev=-6.85 gap_ha=0.253 e_lumo_ev=0.038 e_tot_ha=-2426.061784
Bi 0.123 0.073 -0.103 -0.2 1.3 -0.7 1.96
S -1.030 2.487 1.428 0.4 -0.4 0.3 0.46
O -1.119 1.550 -1.032 0.9 -1.1 -0.8 -0.48
O -3.552 2.336 -2.477 0.0 0.0 -0.1 0.06
O 2.864 -2.279 3.130 0.0 0.0 0.0 -0.01
O 1.912 -1.417 1.346 0.2 0.4 0.3 -0.02
N 0.751 -1.978 -1.053 -1.3 0.6 -0.3 -0.10
N 0.366 0.280 2.861 0.5 -0.7 0.3 -0.04
N -1.221 3.888 -0.871 0.5 -0.4 -0.2 -0.01
N -1.796 -1.350 0.142 0.8 -0.3 0.1 -0.31
N 1.267 -0.657 3.392 -0.2 0.1 0.4 0.02
N -3.030 2.471 -0.265 -0.5 0.1 0.2 0.07
N 0.116 0.047 -2.894 -0.2 0.0 0.3 -0.26
C -8.056 1.758 -0.424 0.0 0.0 0.0 -0.09
C 0.260 -1.311 -3.337 0.0 0.1 -0.2 -0.23
C -0.922 0.774 -3.645 0.0 -0.1 0.2 -0.07
C -5.335 2.135 -0.917 0.0 -0.1 -0.1 -0.13
C 0.416 -4.797 1.350 -0.1 0.2 0.0 -0.07
C 0.472 -2.316 -2.382 0.6 -0.2 0.1 -0.26
C -2.062 4.911 -1.461 -0.1 -0.1 0.0 -0.22
C -5.829 2.173 0.384 0.0 0.0 0.0 -0.04
C -1.022 -2.516 0.569 0.2 -0.7 0.0 -0.23
C 0.079 -1.651 -4.675 0.0 0.0 0.0 -0.03
C 0.878 -3.960 0.354 0.3 0.0 -0.2 -0.04
C -3.188 5.482 -0.593 0.1 0.1 0.1 -0.25
C -1.560 2.601 -0.317 -1.4 1.0 0.6 -1.05
C -6.222 1.913 -1.967 0.0 0.0 0.0 -0.02
C -2.674 6.044 0.726 0.0 0.0 0.0 -0.11
C 0.087 -2.969 -5.097 0.0 0.0 0.0 -0.10
C 0.198 -2.814 -0.077 -0.2 -0.7 0.3 -0.34
C -1.485 -3.374 1.563 -0.5 0.3 0.2 -0.03
C 1.993 -1.428 2.553 0.3 -0.4 -0.1 -0.56
C 2.977 -2.382 4.545 0.0 0.0 0.0 -0.06
C 0.269 -3.972 -4.155 0.0 0.0 0.0 -0.09
C -3.878 2.323 -1.300 -0.1 -0.1 0.1 -0.46
C -2.505 -1.634 -1.125 -0.1 0.3 0.1 -0.01
C -0.789 -4.496 1.974 0.1 0.0 -0.2 -0.08
C 1.357 0.813 -2.863 0.6 -0.3 -0.1 -0.12
C 0.461 -3.649 -2.825 -0.1 0.0 0.0 -0.02
C -7.181 1.984 0.628 0.0 0.0 0.0 -0.09
C -2.706 -0.807 1.155 -0.2 0.0 -0.1 -0.09
C -7.573 1.725 -1.724 0.0 0.0 0.0 -0.08
H 1.277 1.707 -2.241 -0.3 0.0 -0.1 0.07
H -3.027 -0.731 -1.445 0.0 0.0 0.0 0.10
H -1.198 -5.124 2.753 0.0 0.0 0.0 0.10
H 3.309 -1.441 4.990 0.0 0.0 0.0 0.10
H 0.995 -5.664 1.638 0.0 0.0 0.0 0.11
H -2.169 -0.652 2.088 -0.1 0.0 0.0 0.07
H 1.426 -0.687 4.384 0.0 0.0 0.0 0.12
H -3.219 -2.444 -0.957 0.0 0.0 0.0 0.11
H 0.610 -4.440 -2.104 0.0 0.0 0.0 0.10
H 3.737 -3.137 4.721 0.0 0.0 0.0 0.10
H -5.181 2.363 1.231 0.0 0.0 0.0 0.11
H -1.791 -1.924 -1.888 0.0 -0.1 0.0 0.08
H -1.784 0.123 -3.780 0.0 0.0 0.0 0.10
H -5.818 1.894 -2.970 0.0 0.0 0.0 0.12
H -0.550 1.077 -4.629 0.0 0.1 0.0 0.09
H -1.377 5.738 -1.670 0.0 0.0 -0.1 0.12
H -0.538 0.159 3.301 0.0 0.2 -0.1 0.07
H 1.665 1.134 -3.867 0.0 0.0 0.0 0.10
H -7.551 2.020 1.645 0.0 0.0 0.0 0.10
H -0.297 4.171 -0.603 -0.1 0.1 0.1 0.09
H -3.068 0.155 0.796 0.0 0.0 0.0 0.06
H -8.250 1.554 -2.552 0.0 0.0 0.0 0.10
H -1.240 1.618 -3.047 0.1 0.2 -0.3 0.06
H -2.442 -3.164 2.026 0.0 0.0 0.0 0.10
H -0.091 -0.867 -5.400 0.0 0.0 0.0 0.11
H -3.943 4.723 -0.392 0.0 0.1 0.0 0.08
H -3.378 2.384 0.672 0.0 0.2 0.0 0.05
H -0.059 -3.207 -6.142 0.0 0.0 0.0 0.10
H -2.195 5.261 1.317 0.0 0.0 0.0 0.03
H -3.483 6.472 1.321 0.0 0.0 0.0 0.06
H -9.112 1.614 -0.230 0.0 0.0 0.0 0.10
H -3.686 6.265 -1.175 0.0 0.0 0.0 0.11
H 1.833 -4.151 -0.120 0.0 0.0 0.0 0.13
H 2.038 -2.711 4.994 0.0 0.0 0.0 0.10
H 0.270 -5.011 -4.457 0.0 0.0 0.0 0.10
H 2.152 0.176 -2.463 0.0 0.1 0.0 0.09
H -1.936 6.832 0.555 0.0 0.0 0.0 0.07
H -2.466 4.580 -2.422 -0.1 0.0 0.0 0.10
H -3.556 -1.473 1.323 0.0 0.0 0.0 0.10
H 0.715 1.214 3.041 -0.2 0.2 -0.3 0.05



No. 3
82
Properties=species:S:1:pos:R:3:forces:R:3:lowdin_charge:R:1 method="wB97M-V/def2-TZVPD" e_homo_ev=-1.12 relative_energy_kcal_mol=21.2 gap_ha=0.167 e_lumo_ev=3.410 charge=-2 e_tot_ha=-17054.961961
Br -0.962 0.038 7.512 0.0 0.0 0.0 0.67
Se 2.701 1.709 2.564 0.0 0.1 0.0 -0.15
Se 2.692 1.956 4.867 0.0 0.0 0.0 -0.28
Se 0.791 -3.098 -0.627 0.0 0.1 0.0 0.60
Se -0.044 4.214 1.321 0.0 0.0 0.0 -0.16
Se 0.476 2.012 1.779 0.0 -0.1 0.0 -0.13
Sc -0.054 -0.255 -0.022 -0.1 -0.2 0.0 0.68
Si -0.208 1.324 -2.773 0.0 0.0 0.0 0.84
O 0.203 -1.149 1.744 0.0 0.1 0.0 -0.28
N 3.003 -2.855 -2.619 0.1 0.1 0.1 0.02
N -2.249 -1.449 -0.907 0.0 0.1 0.0 0.09
N 2.233 -0.150 -0.138 0.0 0.0 0.0 -0.03
N -2.060 0.201 1.125 0.1 0.0 0.0 0.01
C -4.220 1.238 0.543 0.0 0.0 0.0 -0.02
C 0.866 -1.203 4.000 0.0 0.0 0.0 -0.03
C -2.107 -0.189 -4.314 0.0 0.0 0.0 -0.12
C 2.560 0.875 -3.325 0.0 0.0 0.0 -0.12
C -0.164 0.482 -5.687 0.0 0.0 0.0 -0.11
C 0.065 -1.280 -3.990 0.0 0.0 0.0 -0.14
C -4.647 -1.836 -2.305 0.0 0.0 0.0 -0.02
C -2.795 2.531 -2.360 0.0 0.0 0.0 -0.13
C -3.603 -2.697 -2.443 0.0 0.0 0.0 -0.05
C -0.933 4.097 -2.330 0.0 0.0 0.0 -0.14
C -1.262 -0.241 3.374 0.0 0.0 0.0 -0.19
C -0.597 0.072 -4.274 0.0 0.0 0.0 -0.62
C 2.136 -2.939 -1.854 -0.1 -0.1 -0.1 -0.89
C 2.058 2.842 -1.869 0.0 0.0 0.0 -0.13
C -1.739 3.259 -4.492 0.0 0.0 0.0 -0.11
C -3.218 0.329 0.342 0.0 0.0 0.0 -0.22
C -1.542 -0.007 4.730 0.0 0.0 0.0 -0.09
C -5.558 0.200 -1.179 0.0 0.0 0.0 -0.04
C 1.596 2.052 -3.108 0.0 0.0 0.0 -0.62
C -4.532 -0.749 -1.407 0.0 0.0 0.0 -0.17
C 0.612 -0.898 5.315 0.0 0.0 0.0 -0.16
C -0.611 -0.326 5.677 0.0 0.0 0.0 -0.69
C -1.457 2.843 -3.040 0.0 0.0 0.0 -0.62
C -2.400 -2.444 -1.745 0.0 0.0 0.0 -0.16
C -3.328 -0.637 -0.691 0.0 0.0 0.0 -0.17
C 1.780 2.981 -4.317 0.0 0.0 0.0 -0.11
C -5.388 1.181 -0.245 0.0 0.0 0.0 -0.07
C -0.056 -0.873 2.992 0.0 -0.1 0.0 -0.39
C -2.242 0.128 2.400 0.0 0.0 0.0 -0.08
H -6.161 1.924 -0.092 0.0 0.0 0.0 0.10
H -0.523 -0.267 -6.409 0.0 0.0 0.0 0.08
H 1.152 -1.240 -4.023 0.0 0.0 0.0 0.05
H 1.363 -1.086 6.069 0.0 0.0 0.0 0.09
H -2.370 4.159 -4.485 0.0 0.0 0.0 0.07
H 2.412 0.058 -2.621 0.0 0.0 0.0 0.03
H 2.605 0.743 -0.445 0.0 0.0 0.0 0.02
H -2.318 -1.069 -4.941 0.0 0.0 0.0 0.08
H 2.505 -0.249 0.844 0.0 0.0 0.0 -0.03
H 1.746 2.403 -0.920 0.0 0.0 0.0 0.00
H -2.477 0.464 5.008 0.0 0.0 0.0 0.11
H -6.469 0.138 -1.763 0.0 0.0 0.0 0.11
H 1.499 2.506 -5.258 0.0 0.0 0.0 0.05
H -0.203 -1.667 -3.008 0.0 0.0 0.0 0.00
H -4.094 2.011 1.291 0.0 0.0 0.0 0.13
H -2.673 0.647 -4.724 0.0 0.0 0.0 0.06
H 0.923 0.514 -5.782 0.0 0.0 0.0 0.06
H -3.249 0.311 2.785 0.0 0.0 0.0 0.14
H -3.500 3.359 -2.527 0.0 0.0 0.0 0.08
H 1.647 3.849 -1.845 0.0 0.0 0.0 0.06
H 1.816 -1.624 3.703 0.0 0.0 0.0 0.12
H -3.651 -3.544 -3.114 0.0 0.0 0.0 0.11
H -3.270 1.616 -2.717 0.0 0.0 0.0 0.05
H -0.256 -2.020 -4.739 0.0 0.0 0.0 0.08
H 2.840 3.266 -4.398 0.0 0.0 0.0 0.08
H 2.689 -0.881 -0.677 0.0 0.0 0.0 0.01
H -2.648 2.444 -1.283 0.0 0.0 0.0 0.06
H -2.505 -0.390 -3.320 0.0 0.0 0.0 0.03
H -2.270 2.502 -5.068 0.0 0.0 0.0 0.05
H -5.565 -1.966 -2.867 0.0 0.0 0.0 0.11
H 3.153 2.937 -1.867 0.0 0.0 0.0 0.08
H -0.634 3.910 -1.298 0.0 0.0 0.0 -0.03
H -0.557 1.450 -5.994 0.0 0.0 0.0 0.05
H -1.732 4.853 -2.305 0.0 0.0 0.0 0.08
H 2.457 0.446 -4.322 0.0 0.0 0.0 0.06
H -0.088 4.547 -2.851 0.0 0.0 0.0 0.06
H 1.209 3.904 -4.221 0.0 0.0 0.0 0.05
H 3.599 1.218 -3.226 0.0 0.0 0.0 0.08
H -0.824 3.509 -5.032 0.0 0.0 0.0 0.06
H -1.530 -3.072 -1.900 0.0 0.0 0.0 0.03



No. 4
87
Properties=species:S:1:pos:R:3:forces:R:3:lowdin_charge:R:1 method="wB97M-V/def2-TZVPD" e_homo_ev=-8.39 gap_ha=0.093 e_lumo_ev=-5.872 charge=+1 e_tot_ha=-3992.080372
Cl -5.733 0.244 -2.363 1.9 1.4 0.1 0.73
S -2.515 3.703 0.617 -7.4 8.4 2.4 0.94
S -0.710 3.139 -2.596 -0.4 0.0 -0.1 0.81
S -2.054 -0.475 -3.398 -0.1 0.0 0.5 0.77
F 0.832 2.264 2.390 -4.5 2.0 0.9 0.03
F -0.756 5.295 1.932 -0.7 -5.0 -2.0 0.04
F -0.207 2.503 5.123 -0.7 3.9 -3.7 0.04
F -1.642 4.321 4.559 4.7 -2.4 -2.1 0.06
F -1.461 1.747 2.797 2.8 3.8 -0.8 0.04
F -5.335 3.106 -4.870 1.9 -0.3 2.4 -0.12
F 0.319 3.775 0.441 -4.2 0.4 2.8 0.01
F 0.836 4.467 4.262 -5.0 -2.9 -0.9 0.05
O 10.340 -0.472 1.757 -1.0 -0.1 0.0 0.11
O 5.071 -1.186 1.757 0.9 -0.2 0.2 0.05
O -2.834 5.093 -0.058 2.5 -6.1 1.4 -0.29
O -3.593 3.570 1.762 5.0 -1.2 -4.3 -0.28
N -2.671 2.412 -0.546 -4.0 -1.7 -0.2 -0.12
N -5.143 -1.071 2.795 -0.5 -1.8 -0.3 -0.06
C 0.828 0.925 -1.228 0.8 -0.9 1.0 -0.20
C 1.506 -1.725 -0.808 0.6 -0.8 1.4 -0.16
C 6.877 0.308 1.999 0.3 0.2 0.0 0.02
C 2.364 -5.666 -1.372 -1.1 -0.5 0.8 -0.10
C -4.058 0.580 -1.646 1.5 0.7 1.8 -0.62
C 6.284 -1.022 1.758 -0.6 -0.1 0.0 -0.37
C 1.842 -5.335 0.149 -1.5 1.0 -0.1 -0.27
C 1.547 -2.701 0.550 -1.2 -1.1 2.3 -0.21
C 8.534 -1.966 1.516 -0.4 -0.3 -0.1 0.03
C 1.607 -0.185 -0.249 -0.6 0.3 0.1 -0.35
C -4.372 3.113 -3.706 -0.1 1.1 -1.3 -0.27
C -3.895 1.793 -0.511 -0.1 -0.6 -1.7 0.11
C -2.833 1.085 -2.616 -0.8 -1.2 -1.4 -0.59
C 9.128 -0.636 1.757 1.1 0.1 0.0 -0.38
C -0.520 2.882 2.657 1.8 -2.8 0.6 -0.12
C -3.832 -0.753 -0.686 -1.2 0.4 0.9 -0.20
C -1.747 1.869 -1.614 1.1 -2.6 -1.2 -0.57
C 3.126 0.304 0.150 -1.3 0.3 1.2 -0.09
C -0.742 0.905 -0.750 1.3 -0.3 0.7 -0.19
C -3.686 4.605 -3.707 -0.4 -0.1 0.9 -0.07
C 7.210 -2.146 1.517 0.4 -0.1 -0.1 0.02
C 2.308 -6.091 1.528 2.3 1.1 -1.0 -0.10
C -3.336 1.872 -3.977 -1.2 0.0 -0.3 -0.19
C -4.751 -1.835 1.542 -0.3 -1.0 -0.4 -0.29
C 0.863 -4.187 0.278 2.1 -0.1 0.3 -0.12
C 8.202 0.488 1.998 -0.5 0.2 0.0 0.03
C -5.250 -1.092 0.135 1.3 -0.1 1.5 -0.21
C -0.403 3.614 4.118 0.7 -0.1 4.4 -0.12
C -0.821 3.884 1.394 4.6 2.2 0.6 -0.21
H 3.457 -5.198 -1.455 -2.3 -1.1 0.3 0.10
H 0.983 -0.163 0.769 1.4 -0.1 -2.1 0.12
H -3.952 1.061 -4.600 1.3 1.8 1.5 0.12
H -5.811 -0.088 0.457 1.1 -2.3 -0.8 0.11
H -3.064 -0.449 0.143 -1.1 -0.9 -1.7 0.11
H 1.388 1.954 -1.004 -1.6 -2.2 -0.8 0.10
H -3.566 -1.726 -1.278 -0.1 2.2 1.0 0.13
H 0.934 0.574 -2.342 -0.2 0.9 2.0 0.12
H 0.515 -1.974 -1.388 1.9 0.7 1.0 0.10
H -1.065 -0.227 -0.696 0.4 2.4 -0.4 0.11
H 2.647 -2.815 0.972 -2.2 0.2 -1.1 0.12
H 0.919 -2.233 1.450 1.3 -0.3 -2.0 0.10
H -5.054 2.987 -2.750 1.3 0.1 -2.0 0.13
H -6.194 -1.096 2.838 1.3 0.1 0.0 0.08
H 3.384 -0.214 1.193 -0.3 1.1 -2.8 0.08
H -3.451 4.874 -2.585 -0.3 -0.5 -2.2 0.06
H 3.035 1.465 0.413 0.4 -2.4 -0.8 0.09
H 9.227 -2.779 1.340 0.0 0.0 0.0 0.13
H -0.303 -4.320 0.226 2.4 0.6 -1.5 0.10
H -2.670 4.661 -4.289 -2.3 -0.2 0.9 0.08
H 6.184 1.122 2.175 0.0 0.0 0.0 0.12
H -0.194 2.472 -3.755 -1.1 0.1 1.8 -0.02
H 3.381 -6.567 1.311 -2.3 0.8 0.8 0.08
H 1.586 -6.961 1.871 1.2 2.0 -1.0 0.09
H -5.231 -2.909 1.545 1.0 1.9 -0.1 0.12
H -4.850 -1.712 3.591 -0.4 1.2 -1.1 0.09
H 8.653 1.458 2.172 0.0 -0.1 0.0 0.13
H 2.455 -2.054 -1.439 -2.1 0.9 1.1 0.13
H 6.759 -3.116 1.343 0.0 0.0 0.0 0.12
H 2.416 -5.284 2.400 -0.4 -1.8 -1.8 0.09
H -3.587 -1.990 1.593 -2.2 0.4 -0.3 0.12
H -2.438 2.177 -4.701 -2.0 -0.6 2.0 0.13
H 3.931 0.113 -0.677 -1.6 0.3 1.6 0.10
H -4.853 1.958 0.140 2.5 0.3 -0.5 0.19
H -4.481 5.401 -4.073 1.7 -1.8 0.6 0.11
H -5.937 -1.844 -0.439 1.3 1.8 1.0 0.11
H -0.746 1.286 0.381 0.0 -0.8 -2.4 0.11
H 2.353 -6.814 -1.600 0.4 2.1 0.1 0.07
H 1.681 -5.060 -2.132 1.4 -1.4 1.7 0.08
H -3.163 -1.295 -3.658 0.7 1.3 0.4 -0.07